Density functional theory data (ωB97M-V/def2-TZVPD) for an isolated ion of composition C7H13N4 and charge +1.

The net charge is +1. The calculation puts the largest force on an atom at 4.7 eV/A. The frontier orbital gap (alpha / beta) comes out at 7.15 / 7.15 eV. The value obtained for the highest occupied orbital energy (alpha / beta) is -11.961 / -11.961 eV.

Cartesian coordinates (Å):
1 C -1.7995 0.8786 -3.1080
2 C -0.7564 0.1892 -2.7844
3 C 0.1798 -0.5817 -2.2839
4 N 0.4610 -0.6671 -0.8189
5 C 1.4376 -1.7937 -0.6784
6 C -0.1826 -0.3156 0.3464
7 C -0.4152 -1.3811 1.4510
8 C -0.4839 0.9782 0.9693
9 N -1.2180 0.9591 2.1629
10 N 0.1293 1.9788 0.3751
11 N 0.4411 3.2137 0.8750
12 H -2.8854 0.4060 -3.0355
13 H -1.7603 1.8336 -3.5150
14 H 0.8083 -1.1474 -2.8705
15 H 2.2090 -1.6647 -1.4249
16 H 1.9566 -1.5810 0.3720
17 H 0.9566 -2.7429 -0.6132
18 H 0.1543 -1.0583 2.4940
19 H -1.5138 -1.2448 1.5218
20 H -0.0682 -2.3851 1.1703
21 H -1.3552 1.9523 2.3859
22 H -2.1521 0.4092 2.2354
23 H 1.0264 3.8016 0.3550
24 H 0.1950 3.6464 1.8705